No. 1
The following is a quantum chemistry calculation of a cluster of 3 separate species, C2H10NO3 in total in a non-equilibrium geometry, from OMol25.

XYZ file:
```
16
Properties=species:S:1:pos:R:3:lowdin_charge:R:1
C -0.34135 1.01657 -0.29316 -0.439
O -0.74287 0.64736 0.93881 -0.349
C 0.40382 -0.21230 -1.00892 -0.207
N 1.94670 0.09199 -1.16450 -0.050
H 0.23598 1.92944 -0.38605 0.080
H -1.26121 1.08971 -0.93043 0.085
H 0.07229 -0.53645 -2.03341 0.086
H 0.16962 -1.01878 -0.29647 0.088
H 2.03297 0.88920 -1.84794 0.050
H 2.36965 -0.67598 -1.64218 0.003
H -1.95558 -0.19168 0.28668 -0.054
H -2.28476 -1.28989 1.08864 0.057
O -2.64185 -0.90823 0.21153 -0.173
H 0.25399 -0.72625 2.77587 0.034
H 0.59943 0.21522 1.80267 -0.006
O 1.14317 -0.31994 2.49887 -0.205
```

The calculation puts the electronic energy at -362.6572 hartree. Its total charge is -1. For the HOMO energy, the calculation gives -3.8938 eV.

No. 2
The following is a quantum chemistry calculation of a cluster of 3 separate species, C2H10NO3 in total in a non-equilibrium geometry, from OMol25.

XYZ file:
```
16
Properties=species:S:1:pos:R:3:lowdin_charge:R:1
C 0.69730 0.16375 1.16974 -0.456
O 0.31381 1.11717 0.24364 -0.345
C -0.30255 -0.97024 1.35291 -0.326
N -0.55716 -1.82636 0.16270 -0.019
H 1.74900 -0.35641 0.97059 0.106
H 0.95887 0.65278 2.18425 0.094
H 0.00447 -1.62927 2.22693 0.093
H -1.24540 -0.46139 1.70712 0.108
H -1.23736 -1.34636 -0.39373 0.007
H 0.37699 -1.88366 -0.31418 0.082
H -0.78581 0.89365 -0.95798 -0.007
H -2.00167 0.06392 -1.29903 -0.023
O -1.57593 0.86468 -1.61218 -0.143
H 0.85381 2.05063 -2.31653 0.000
H 1.15667 1.12266 -1.15697 -0.018
O 1.59494 1.54447 -1.96730 -0.154
```

The calculation puts the electronic energy at -362.6875 hartree. Its total charge is -1. For the HOMO energy, the calculation gives -4.0312 eV.

| no. | HOMO-LUMO gap (eV) |
| --- | --- |
| 1 | 8.08 |
| 2 | 8.33 |